1.
The following is a quantum chemistry calculation of a molecular structure, C25H35ClN6O8PPt at a distorted geometry, from OMol25.

```
77
Properties=species:S:1:pos:R:3
Pt 1.610 1.539 -0.553
O 4.086 2.532 4.924
C 3.701 2.364 3.651
C 4.404 1.571 2.742
C 3.923 1.451 1.458
N 2.779 2.034 1.088
C 2.131 2.836 1.940
C 2.559 3.041 3.227
C 0.939 3.535 1.339
O 0.338 4.404 1.912
O 0.661 3.121 0.119
C 4.671 0.733 0.343
O 5.527 -0.140 0.651
O 4.363 1.088 -0.803
H 4.888 2.030 5.111
H 5.324 1.068 3.010
H 2.017 3.712 3.879
C -2.319 1.853 1.892
C -3.731 1.308 1.624
C -4.441 1.146 2.978
C -4.527 2.340 0.817
C -3.695 -0.070 0.883
O -5.005 -0.640 0.866
C -2.691 -1.048 1.534
C -2.898 -2.539 1.184
C -2.145 -3.028 -0.028
C -0.758 -3.159 -0.011
C -0.053 -3.535 -1.148
C -0.759 -3.780 -2.317
Cl 0.112 -4.192 -3.779
C -2.141 -3.708 -2.356
C -2.821 -3.343 -1.205
C -3.465 0.026 -0.642
N -2.217 0.656 -1.074
C -0.972 0.208 -1.063
N -0.165 1.142 -1.593
C -1.021 2.168 -1.893
N -2.260 1.902 -1.615
H -2.394 2.870 2.281
H -1.705 1.913 0.993
H -1.786 1.257 2.635
H -4.287 2.050 3.567
H -4.062 0.312 3.572
H -5.521 1.032 2.858
H -4.736 3.204 1.448
H -5.484 1.928 0.491
H -3.981 2.698 -0.054
H -5.332 -0.698 1.771
H -2.767 -0.946 2.617
H -1.674 -0.735 1.289
H -3.961 -2.724 1.033
H -2.592 -3.133 2.047
H -0.210 -2.962 0.904
H 1.025 -3.629 -1.132
H -2.674 -3.941 -3.267
H -3.904 -3.293 -1.225
H -4.260 0.612 -1.093
H -3.510 -0.976 -1.058
H -0.665 -0.767 -0.716
H -0.698 3.102 -2.318
N 1.079 -1.017 -3.706
C 2.569 -1.065 -3.794
P 3.218 -1.241 -2.064
O 3.375 -2.664 -1.670
O 2.239 -0.392 -1.276
C 4.937 -0.642 -2.291
N 5.751 -1.175 -1.161
H 0.704 -1.949 -3.493
H 0.642 -0.681 -4.563
H 0.831 -0.391 -2.919
H 2.898 -0.119 -4.222
H 2.859 -1.893 -4.436
H 5.023 0.438 -2.323
H 5.292 -1.096 -3.219
H 6.733 -1.250 -1.413
H 5.398 -2.112 -0.933
H 5.679 -0.548 -0.252
```

Output
E_LUMO = -0.0935 Eh
total charge = +1
energy = -76868.116 eV
Kohn-Sham gap = 9.15 eV
ΔE to the lowest compared entry with this formula, charge and spin = 2.7550 eV

---

2.
The following is a quantum chemistry calculation of a molecular structure, C25H35F6N2O23S2 at a distorted geometry, from OMol25.

```
93
Properties=species:S:1:pos:R:3
C 7.657 3.152 3.218
C 6.940 3.389 1.873
C 7.208 2.149 1.032
C 5.489 3.673 2.225
S 4.536 4.309 0.829
O 5.235 3.967 -0.391
O 4.403 5.729 1.085
N 3.140 3.501 1.039
S 2.041 3.740 -0.096
O 1.755 2.543 -0.870
O 2.241 4.904 -0.935
C 0.597 4.208 0.862
C 0.052 3.309 1.989
O -1.395 3.362 1.922
C 0.406 1.835 1.922
N -0.367 1.128 0.898
H 7.576 4.014 3.880
H 8.700 2.892 3.076
H 7.133 2.339 3.725
H 7.404 4.265 1.426
H 6.960 1.256 1.599
H 6.589 2.123 0.138
H 8.255 2.157 0.735
H 5.500 4.468 2.966
H 4.958 2.818 2.638
H 0.911 5.142 1.326
H -0.208 4.463 0.179
H 0.318 3.689 2.974
H -1.654 4.284 2.024
H 0.098 1.406 2.882
H 1.480 1.670 1.845
H -0.504 1.719 0.091
H 0.085 0.263 0.646
C -3.586 -0.005 -0.858
C -2.933 -0.330 -2.182
O -2.568 -1.694 -2.008
C -3.446 -2.241 -1.131
O -3.596 -3.409 -0.964
O -4.144 -1.279 -0.486
F -1.824 0.406 -2.399
H -2.855 0.311 -0.109
H -4.363 0.750 -0.940
H -3.591 -0.245 -3.049
C -5.465 -5.875 -1.436
C -5.676 -6.527 -2.779
O -4.980 -7.759 -2.631
C -5.019 -8.086 -1.307
O -4.769 -9.161 -0.872
O -5.391 -7.019 -0.562
F -5.105 -5.809 -3.780
H -4.530 -5.319 -1.393
H -6.271 -5.223 -1.148
H -6.711 -6.731 -3.034
C -7.813 -1.421 -2.352
C -7.160 -1.747 -3.675
O -6.840 -3.119 -3.520
C -7.740 -3.651 -2.657
O -7.915 -4.817 -2.503
O -8.409 -2.678 -1.998
F -6.020 -1.039 -3.867
H -7.079 -1.144 -1.594
H -8.566 -0.642 -2.425
H -7.805 -1.625 -4.546
C 5.397 -1.209 -1.249
C 3.908 -0.954 -1.263
O 3.609 -0.836 0.116
C 4.725 -0.361 0.733
O 4.767 0.123 1.810
O 5.805 -0.494 -0.084
F 3.223 -2.012 -1.780
H 5.619 -2.271 -1.126
H 5.905 -0.833 -2.132
H 3.601 -0.040 -1.775
C 12.448 4.924 1.576
C 11.551 4.019 0.762
O 10.346 4.049 1.497
C 10.285 5.251 2.146
O 9.316 5.717 2.632
O 11.512 5.848 2.134
F 12.020 2.746 0.719
H 12.946 4.376 2.377
H 13.193 5.442 0.976
H 11.360 4.362 -0.256
C -10.794 -4.973 -0.114
C -10.591 -4.190 1.158
O -11.816 -3.484 1.272
C -12.779 -4.238 0.661
O -13.944 -4.076 0.790
O -12.209 -5.201 -0.107
F -9.566 -3.312 1.045
H -10.518 -4.400 -0.999
H -10.250 -5.914 -0.120
H -10.441 -4.799 2.051
```

Output
E_LUMO = 0.0488 Eh
total charge = -1
energy = -114542.473 eV
Kohn-Sham gap = 6.88 eV

---

3.
The following is a quantum chemistry calculation of a molecular structure, C25H35FeN6P2, from OMol25.

```
69
Properties=species:S:1:pos:R:3
Fe -0.140 0.123 0.143
C 0.139 3.993 1.965
C -0.846 3.932 2.948
C -1.537 2.754 3.137
C -1.246 1.649 2.339
N -0.324 1.733 1.362
C 0.359 2.877 1.193
C -1.793 0.304 2.492
C -2.610 -0.062 3.559
C -2.899 -1.396 3.783
C -2.315 -2.355 2.970
C -1.517 -1.978 1.895
C -1.285 -0.642 1.582
H 0.718 4.890 1.800
H -1.059 4.795 3.564
H -2.289 2.676 3.909
H 1.102 2.873 0.408
H -2.998 0.687 4.237
H -3.534 -1.688 4.608
H -2.480 -3.406 3.174
H -1.061 -2.763 1.310
C 4.951 -1.301 1.455
N 3.507 -1.467 1.622
C 3.027 -2.129 2.833
C 2.621 -0.782 0.873
N 1.361 -0.670 1.143
N 3.153 -0.185 -0.268
C 2.525 0.661 -1.150
N 3.336 1.156 -2.109
N 1.257 0.928 -1.081
H 5.453 -1.917 2.193
H 5.265 -0.266 1.607
H 5.292 -1.658 0.480
H 3.797 -2.806 3.187
H 2.142 -2.727 2.614
H 2.796 -1.413 3.626
H 1.102 -1.079 2.030
H 4.117 -0.392 -0.465
H 4.337 1.089 -2.046
H 2.975 1.808 -2.784
H 0.987 1.585 -1.804
C -3.447 1.299 -0.251
P -1.836 1.113 -1.065
C -1.505 2.802 -1.671
C -2.151 0.194 -2.595
C -3.000 0.665 -3.597
C -3.140 -0.047 -4.775
C -2.433 -1.232 -4.964
C -1.604 -1.715 -3.968
C -1.460 -1.006 -2.775
P -0.519 -1.659 -1.362
C -1.402 -3.217 -1.034
C 1.043 -2.270 -2.078
H -4.186 1.625 -0.982
H -3.380 2.053 0.535
H -3.762 0.357 0.194
H -2.406 3.202 -2.136
H -0.722 2.803 -2.429
H -1.225 3.462 -0.851
H -3.552 1.587 -3.466
H -3.799 0.318 -5.550
H -2.540 -1.782 -5.890
H -1.079 -2.650 -4.124
H -1.592 -3.693 -1.996
H -2.350 -3.033 -0.532
H -0.798 -3.893 -0.431
H 0.845 -3.074 -2.788
H 1.673 -2.669 -1.281
H 1.573 -1.471 -2.594
```

Output
E_LUMO (alpha / beta) = -0.1789 / -0.1994 Eh
multiplicity = 2
total charge = +2
energy = -88388.531 eV
Kohn-Sham gap (alpha / beta) = 8.65 / 8.09 eV
<S²> = 0.783
ΔE to the lowest compared entry with this formula, charge and spin = 0.0372 eV

---

4.
The following is a quantum chemistry calculation of 2 unconnected molecules or ions with the total composition C25H35NO7 at a distorted geometry, from OMol25.

```
68
Properties=species:S:1:pos:R:3
C -5.114 0.272 -1.170
C -4.248 -0.028 -2.404
O -3.150 0.865 -2.642
C -2.245 0.939 -1.614
C -2.076 2.160 -0.984
C -2.778 3.461 -1.374
C -4.275 3.391 -1.668
C -1.178 2.258 0.054
C -0.449 1.194 0.472
C -0.610 -0.030 -0.158
C -1.495 -0.166 -1.205
C -1.587 -1.515 -1.902
C -1.652 -1.414 -3.459
C -0.685 -2.416 -4.144
C 0.591 -1.745 -4.693
N 0.660 -1.841 -6.162
C 0.236 -1.145 0.383
O -0.111 -2.309 0.498
C 1.601 -0.715 0.844
O 2.613 -1.601 0.641
C 1.785 0.472 1.417
C 3.180 0.905 1.834
C 3.404 2.425 1.881
C 3.033 3.067 3.239
O 2.769 3.131 0.823
C 0.563 1.326 1.587
O 0.372 2.043 2.550
H -4.543 0.532 -0.277
H -5.648 -0.654 -0.933
H -5.846 1.037 -1.415
H -3.959 -1.078 -2.364
H -4.896 0.071 -3.279
H -2.667 4.133 -0.518
H -2.203 3.919 -2.185
H -4.837 2.993 -0.824
H -4.524 2.867 -2.587
H -4.630 4.422 -1.795
H -1.002 3.208 0.548
H -2.438 -2.101 -1.539
H -0.711 -2.125 -1.702
H -2.655 -1.588 -3.848
H -1.334 -0.415 -3.764
H -1.177 -2.848 -5.022
H -0.436 -3.261 -3.498
H 1.493 -2.224 -4.301
H 0.639 -0.685 -4.401
H -0.119 -1.344 -6.583
H 1.496 -1.365 -6.483
H 2.220 -2.487 0.677
H 3.471 0.437 2.780
H 3.863 0.496 1.082
H 4.487 2.573 1.759
H 2.619 2.282 3.873
H 3.882 3.564 3.702
H 2.210 3.758 3.049
H 2.834 2.641 -0.004
O 5.028 -1.055 5.444
C 4.012 -1.619 5.168
C 3.847 -3.095 4.861
C 2.468 -3.138 4.212
C 1.768 -1.961 4.872
O 2.805 -0.997 5.127
H 3.877 -3.654 5.797
H 4.628 -3.439 4.189
H 1.942 -4.081 4.348
H 2.563 -2.957 3.140
H 1.306 -2.233 5.824
H 1.013 -1.514 4.229
```

Output
E_LUMO = -0.0238 Eh
energy = -42314.383 eV
Kohn-Sham gap = 8.46 eV
structure (SMILES) = CCOc1c(CC)cc2c(c1CCCCN)C(=O)C(O)=C(C[C@H](C)O)C2=O.O=C1CCCO1

---

5.
The following is a quantum chemistry calculation of a molecular structure, C25H36CdN6SSe, from OMol25.

```
70
Properties=species:S:1:pos:R:3
Cd 0.510 0.915 0.249
C -1.328 -2.677 -1.910
C -0.582 -1.705 -1.052
N -0.503 -0.455 -1.293
N -1.112 0.134 -2.341
C -1.284 1.484 -2.385
N -1.973 1.941 -3.427
S -0.688 2.570 -1.245
C 0.000 -2.142 0.246
C -0.017 -3.474 0.634
C 0.436 -3.825 1.900
C 0.887 -2.834 2.750
C 0.895 -1.527 2.288
N 0.472 -1.191 1.074
H -1.398 -2.347 -2.945
H -2.340 -2.813 -1.517
H -0.846 -3.651 -1.927
H -1.632 -0.430 -2.998
H -2.269 1.362 -4.197
H -2.101 2.936 -3.518
H -0.384 -4.240 -0.031
H 0.430 -4.862 2.208
H 1.227 -3.062 3.750
H 1.253 -0.724 2.920
C 3.944 -0.910 1.181
C 3.311 0.261 0.473
C 2.958 1.437 1.171
C 3.071 1.516 2.678
C 2.641 2.608 0.438
C 2.403 3.922 1.143
C 2.636 2.576 -0.971
C 2.534 3.880 -1.718
C 2.767 1.349 -1.643
C 2.547 1.274 -3.135
C 3.131 0.198 -0.920
C 3.425 -1.107 -1.618
H 3.238 -1.722 1.373
H 4.390 -0.614 2.126
H 4.744 -1.320 0.567
H 3.947 2.103 2.961
H 3.176 0.536 3.134
H 2.198 1.997 3.120
H 2.968 4.720 0.666
H 2.701 3.895 2.185
H 1.349 4.209 1.097
H 1.600 4.404 -1.512
H 2.633 3.753 -2.790
H 3.348 4.533 -1.401
H 3.494 1.335 -3.676
H 1.909 2.083 -3.481
H 2.067 0.338 -3.416
H 4.505 -1.263 -1.663
H 3.061 -1.133 -2.639
H 2.997 -1.954 -1.078
C -5.017 0.060 -1.083
N -5.073 -0.565 0.220
C -6.118 -1.352 0.669
C -5.842 -1.684 1.946
N -4.635 -1.097 2.268
C -3.992 -1.155 3.567
C -4.163 -0.412 1.208
Se -2.630 0.622 1.176
H -6.027 0.286 -1.415
H -4.546 -0.606 -1.811
H -4.447 0.984 -1.002
H -6.959 -1.590 0.042
H -6.406 -2.273 2.648
H -4.663 -1.643 4.268
H -3.772 -0.147 3.911
H -3.059 -1.713 3.505
```

Output
E_LUMO = -0.2299 Eh
total charge = +2
energy = -116183.862 eV
Kohn-Sham gap = 6.24 eV

---

6.
The following is a quantum chemistry calculation of a molecular structure, C25H36IN2P2S6SbTc, from OMol25.

```
74
Properties=species:S:1:pos:R:3
Tc -2.851 -1.022 -0.150
C -6.429 0.141 -0.333
P -5.075 -0.730 -1.179
C -5.995 -2.162 -1.833
C -4.779 0.285 -2.682
C -3.864 1.462 -2.357
P -2.335 0.935 -1.475
C -1.652 2.528 -0.922
C -1.198 0.485 -2.829
H -7.297 0.181 -0.994
H -6.132 1.145 -0.048
H -6.695 -0.398 0.576
H -6.863 -1.809 -2.392
H -6.340 -2.784 -1.006
H -5.368 -2.766 -2.484
H -5.735 0.622 -3.092
H -4.317 -0.374 -3.423
H -4.372 2.166 -1.689
H -3.582 2.016 -3.256
H -2.003 3.313 -1.595
H -0.562 2.483 -0.950
H -1.955 2.741 0.098
H -1.101 1.305 -3.545
H -1.546 -0.410 -3.343
H -0.224 0.266 -2.388
S -0.608 -1.515 0.512
C 0.568 -0.246 0.204
N 1.455 -0.442 -0.830
C 2.390 0.621 -1.163
C 2.909 1.242 0.110
N 1.776 1.715 0.875
C 1.925 3.006 1.520
C 2.970 2.983 2.608
C 4.024 3.886 2.607
C 4.981 3.858 3.613
C 4.892 2.918 4.626
C 3.842 2.007 4.630
C 2.887 2.038 3.628
C 0.668 0.920 1.022
S -0.496 1.267 2.179
C 1.789 -1.760 -1.350
C 3.036 -2.314 -0.708
C 3.061 -2.534 0.668
C 4.206 -3.020 1.276
C 5.337 -3.295 0.517
C 5.317 -3.084 -0.852
C 4.168 -2.593 -1.460
H 1.889 1.385 -1.774
H 3.207 0.196 -1.746
H 3.571 2.083 -0.098
H 3.484 0.494 0.672
H 0.953 3.278 1.934
H 2.204 3.747 0.761
H 4.098 4.619 1.812
H 5.798 4.567 3.601
H 5.636 2.891 5.410
H 3.768 1.272 5.420
H 2.063 1.337 3.629
H 1.925 -1.681 -2.433
H 0.940 -2.417 -1.163
H 2.176 -2.325 1.258
H 4.217 -3.188 2.344
H 6.231 -3.673 0.994
H 6.193 -3.297 -1.448
H 4.153 -2.427 -2.531
S -2.014 -4.712 0.610
Sb -0.852 -4.855 -1.640
S -2.672 -2.769 -1.980
S -3.421 -3.378 -0.131
S -1.975 -6.407 -2.732
I -4.135 1.673 1.950
C -3.452 -0.357 1.753
H -4.243 -0.959 2.204
H -2.564 -0.374 2.384
```

Output
E_LUMO (alpha / beta) = -0.0298 / -0.0456 Eh
multiplicity = 4
energy = -129917.701 eV
Kohn-Sham gap (alpha / beta) = 5.65 / 6.18 eV
<S²> = 3.779
ΔE to the lowest compared entry with this formula, charge and spin = 1.3478 eV